Entry 1:
DFT (ωB97M-V with the def2-TZVPD basis set) results for the ion C4H6N3O with charge +1.

```
14
Properties=species:S:1:pos:R:3:lowdin_charge:R:1
C 0.18 -1.47 -0.19 -0.06
C 0.61 1.47 -0.14 0.19
C -2.65 0.69 0.11 -0.26
C 1.43 -0.82 0.15 -0.11
N -0.97 -0.95 -0.40 0.11
N -1.44 0.20 -0.36 0.14
N 1.58 0.66 0.04 -0.01
O -3.62 0.00 0.10 0.16
H 0.12 -2.44 -0.48 0.11
H 0.88 2.48 -0.11 0.07
H -2.65 1.61 0.58 0.11
H 1.85 -1.14 1.09 0.13
H 2.09 -1.35 -0.71 0.20
H 2.59 1.05 0.32 0.23
```

Computed properties:
HOMO (spin up / spin down): -14.052 / -13.919 eV
Energy: -10749.3505 eV
M: 112.112 g/mol
HOMO-LUMO gap (spin up / spin down): 7.91 / 7.46 eV
Total charge: +1
LUMO energy (spin up / spin down): -6.14 / -6.46 eV


Entry 2:
DFT (ωB97M-V with the def2-TZVPD basis set) results for an isolated molecule of C3H3BrO2.

```
9
Properties=species:S:1:pos:R:3:lowdin_charge:R:1
O 1.93 2.44 0.16 0.03
C 1.11 1.63 -0.29 -0.22
C 1.21 0.12 -0.31 -0.81
Br 3.03 -0.33 0.02 0.83
C 0.19 -0.92 0.05 -0.07
O 0.50 -0.55 -1.34 -0.05
H 0.42 1.96 -0.98 0.10
H 0.58 -1.77 0.50 0.08
H -0.85 -0.66 0.21 0.12
```

Computed properties:
HOMO: -10.501 eV
Energy: -77294.5783 eV
M: 150.959 g/mol
SMILES string: O=C[C@@]1(Br)CO1
HOMO-LUMO gap: 10.47 eV
LUMO energy: -0.03 eV


Entry 3:
DFT (ωB97M-V with the def2-TZVPD basis set) results for a structure of composition CH3FOS.

```
7
Properties=species:S:1:pos:R:3:lowdin_charge:R:1
C -0.08 -0.05 -0.45 -0.79
O 1.49 0.15 0.48 0.05
F -0.53 -1.25 -0.19 -0.04
S -1.17 1.29 -0.01 0.75
H 0.45 0.08 -1.47 0.10
H 1.70 -0.50 1.16 0.06
H -1.86 0.27 0.48 -0.14
```

Computed properties:
HOMO (spin up / spin down): -5.395 / -9.657 eV
2S+1: 3
Energy: -16679.0408 eV
M: 82.099 g/mol
Expectation value of S²: 2.0081
HOMO-LUMO gap (spin up / spin down): 6.23 / 6.75 eV
LUMO energy (spin up / spin down): 0.84 / -2.90 eV


Entry 4:
DFT (ωB97M-V with the def2-TZVPD basis set) results for an isolated molecule of C3H6ClFN2O.

```
14
Properties=species:S:1:pos:R:3:lowdin_charge:R:1
O -1.01 -1.19 1.47 -0.07
C -0.13 -1.90 0.86 -0.26
N 0.12 -1.77 -0.54 -0.08
N -0.54 -0.88 -1.34 -0.05
C 0.36 0.26 -1.59 -0.19
C 0.73 1.04 -0.25 -0.76
F 1.35 0.12 0.65 -0.11
Cl -0.51 2.00 0.40 0.72
H 0.32 -2.82 1.45 0.16
H 0.20 -2.78 -0.94 0.17
H -1.37 -0.57 -0.95 0.07
H -0.22 1.03 -2.25 0.14
H 1.25 -0.07 -2.12 0.10
H 1.66 1.74 -0.55 0.14
```

Computed properties:
HOMO: -9.599 eV
Energy: -23473.6491 eV
M: 140.545 g/mol
SMILES string: O=CNNC[C@H](F)Cl
HOMO-LUMO gap: 10.43 eV
LUMO energy: 0.83 eV


Entry 5:
DFT (ωB97M-V with the def2-TZVPD basis set) results for a structure of composition AsF6H22O11.

```
40
Properties=species:S:1:pos:R:3:lowdin_charge:R:1
As -0.03 0.11 0.09 1.00
F -1.83 -0.13 -0.14 -0.28
F -0.31 1.61 0.94 -0.22
F 1.77 0.15 0.32 -0.27
F 0.22 -1.41 -0.87 -0.27
F 0.14 0.97 -1.50 -0.25
F -0.15 -0.84 1.57 -0.25
O -3.22 -2.51 -2.02 -0.03
H -3.19 -1.71 -1.50 0.02
H -3.44 -3.20 -1.40 0.05
O 1.39 0.01 -3.42 -0.09
H 0.70 -0.63 -3.59 -0.04
H 1.05 0.55 -2.71 -0.05
O -4.24 0.69 -0.22 -0.06
H -3.50 0.12 0.01 -0.03
H -4.46 1.14 0.60 0.02
O -1.66 -2.11 3.87 -0.06
H -2.16 -1.41 4.29 0.02
H -1.12 -1.66 3.22 -0.01
O 3.25 3.01 -0.26 -0.04
H 4.19 2.84 -0.21 0.04
H 2.84 2.15 -0.10 0.00
O -0.56 -1.81 -3.44 -0.04
H -0.33 -2.66 -3.80 0.06
H -1.24 -2.00 -2.79 0.01
O 4.34 0.18 -0.44 -0.06
H 4.42 -0.58 -1.01 0.04
H 3.42 0.19 -0.17 -0.03
O -2.69 2.70 2.60 -0.05
H -3.00 3.37 1.99 0.03
H -1.96 2.28 2.15 0.00
O 2.97 -0.02 3.80 -0.05
H 2.58 -0.35 3.00 0.01
H 3.91 -0.04 3.64 0.03
O 0.53 3.94 -0.92 -0.06
H 1.39 3.54 -0.77 -0.02
H 0.33 3.73 -1.84 0.03
O -0.42 -3.58 0.52 -0.07
H 0.51 -3.77 0.62 0.03
H -0.45 -2.84 -0.09 -0.03
```

Computed properties:
HOMO: -7.369 eV
Energy: -100029.9589 eV
M: 387.075 g/mol
HOMO-LUMO gap: 9.58 eV
Total charge: -1
LUMO energy: 2.21 eV


Entry 6:
DFT (ωB97M-V with the def2-TZVPD basis set) results for a cluster of 11 separate species, C55H61N14O2 in total.

```
132
Properties=species:S:1:pos:R:3:lowdin_charge:R:1
N 0.26 2.16 0.25 0.18
C -0.80 1.44 -0.23 -0.37
N -1.14 0.24 0.26 0.17
C -2.59 -0.08 0.42 -0.12
C -3.40 0.54 -0.71 -0.12
C -2.97 1.99 -0.81 -0.28
C -3.82 2.93 -1.66 -0.12
O -4.62 3.71 -0.76 -0.13
N -5.56 2.86 -0.10 0.02
O -5.35 2.91 1.04 0.09
N -1.53 1.92 -1.26 0.15
H 0.17 2.78 1.03 0.11
H 1.18 2.08 -0.15 0.10
H -0.70 0.17 1.19 0.13
H -2.72 -1.16 0.38 0.13
H -2.95 0.24 1.39 0.13
H -4.45 0.42 -0.46 0.12
H -3.22 -0.01 -1.62 0.14
H -2.95 2.39 0.20 0.12
H -4.41 2.44 -2.42 0.14
H -3.16 3.66 -2.11 0.13
H -1.20 2.84 -1.51 0.13
N -0.47 5.64 0.45 0.05
C -0.13 6.93 0.49 -0.14
C -1.04 7.97 0.33 -0.06
C -2.37 7.66 0.12 -0.06
C -2.74 6.32 0.07 -0.06
C -1.76 5.37 0.25 -0.17
H 0.92 7.13 0.65 0.11
H -0.70 8.99 0.37 0.11
H -3.11 8.44 -0.01 0.11
H -3.77 6.02 -0.08 0.09
H -2.01 4.31 0.23 0.07
N 1.40 1.22 -4.02 0.07
C 1.54 2.08 -3.01 -0.18
C 2.60 2.95 -2.87 -0.08
C 3.60 2.92 -3.84 -0.07
C 3.47 2.04 -4.90 -0.06
C 2.36 1.21 -4.94 -0.15
H 0.74 2.05 -2.28 0.05
H 2.66 3.63 -2.03 0.10
H 4.45 3.59 -3.77 0.11
H 4.22 1.99 -5.67 0.11
H 2.22 0.51 -5.76 0.09
N 1.54 1.74 -8.01 0.05
C 1.71 0.89 -9.02 -0.15
C 2.33 1.22 -10.22 -0.07
C 2.79 2.52 -10.38 -0.08
C 2.61 3.42 -9.34 -0.08
C 1.99 2.98 -8.19 -0.17
H 1.34 -0.12 -8.86 0.08
H 2.44 0.48 -10.99 0.09
H 3.27 2.82 -11.30 0.11
H 2.96 4.45 -9.42 0.10
H 1.84 3.66 -7.35 0.10
N -3.07 1.58 4.78 0.04
C -3.69 2.49 4.03 -0.17
C -5.06 2.71 4.04 -0.08
C -5.84 1.94 4.89 -0.06
C -5.21 0.99 5.69 -0.06
C -3.83 0.86 5.60 -0.14
H -3.05 3.07 3.37 0.10
H -5.49 3.46 3.40 0.09
H -6.91 2.07 4.93 0.11
H -5.78 0.37 6.37 0.11
H -3.31 0.13 6.21 0.11
N 2.78 -2.12 -9.71 0.05
C 2.10 -2.89 -8.85 -0.15
C 2.23 -4.27 -8.78 -0.06
C 3.11 -4.89 -9.65 -0.08
C 3.82 -4.11 -10.55 -0.07
C 3.62 -2.74 -10.53 -0.15
H 1.42 -2.37 -8.19 0.10
H 1.65 -4.83 -8.06 0.06
H 3.24 -5.96 -9.63 0.11
H 4.52 -4.55 -11.24 0.10
H 4.16 -2.09 -11.22 0.10
N 0.02 -1.68 2.65 0.03
C -0.32 -1.43 3.91 -0.17
C 0.29 -2.04 5.00 -0.07
C 1.29 -2.95 4.76 -0.07
C 1.66 -3.23 3.46 -0.05
C 0.99 -2.57 2.44 -0.15
H -1.11 -0.70 4.05 0.09
H -0.02 -1.79 6.01 0.11
H 1.79 -3.44 5.59 0.09
H 2.44 -3.94 3.23 0.11
H 1.25 -2.75 1.40 0.10
N 2.28 2.52 5.18 0.06
C 2.59 3.81 5.15 -0.16
C 1.65 4.83 5.09 -0.07
C 0.31 4.49 5.05 -0.08
C -0.03 3.14 5.07 -0.07
C 0.99 2.21 5.13 -0.15
H 3.65 4.04 5.19 0.10
H 1.97 5.87 5.08 0.10
H -0.45 5.25 5.00 0.10
H -1.07 2.82 5.03 0.06
H 0.76 1.15 5.16 0.09
N -0.18 -5.55 -6.74 0.05
C -0.53 -5.44 -5.46 -0.15
C -1.16 -6.44 -4.73 -0.07
C -1.45 -7.63 -5.38 -0.08
C -1.10 -7.77 -6.71 -0.07
C -0.47 -6.70 -7.34 -0.15
H -0.28 -4.49 -4.99 0.10
H -1.41 -6.29 -3.69 0.10
H -1.94 -8.43 -4.85 0.11
H -1.31 -8.68 -7.25 0.10
H -0.18 -6.77 -8.38 0.11
N -0.62 -5.32 7.32 0.06
C -1.37 -5.01 8.38 -0.15
C -2.71 -4.67 8.31 -0.07
C -3.31 -4.64 7.06 -0.09
C -2.55 -4.95 5.94 -0.08
C -1.22 -5.29 6.13 -0.17
H -0.86 -5.05 9.34 0.10
H -3.27 -4.43 9.20 0.10
H -4.35 -4.37 6.96 0.10
H -2.97 -4.93 4.95 0.10
H -0.58 -5.54 5.29 0.10
N 3.70 -2.19 7.07 0.05
C 4.20 -3.29 7.62 -0.16
C 4.99 -3.28 8.76 -0.07
C 5.27 -2.07 9.36 -0.08
C 4.75 -0.91 8.80 -0.07
C 3.97 -1.03 7.66 -0.15
H 3.97 -4.22 7.12 0.10
H 5.37 -4.21 9.16 0.10
H 5.88 -2.02 10.26 0.11
H 4.94 0.06 9.24 0.10
H 3.55 -0.14 7.19 0.10
```

Computed properties:
HOMO: -10.616 eV
Energy: -82970.1228 eV
M: 950.189 g/mol
HOMO-LUMO gap: 7.42 eV
Total charge: +1
LUMO energy: -3.19 eV


Entry 7:
DFT (ωB97M-V with the def2-TZVPD basis set) results for a structure of composition C24H36F6FeO18P.

```
86
Properties=species:S:1:pos:R:3:lowdin_charge:R:1
Fe -1.26 0.81 -0.30 1.07
P -5.94 3.27 -0.33 0.21
F -7.39 2.91 0.31 -0.09
F -6.37 2.81 -1.83 -0.08
F -6.36 4.78 -0.56 -0.04
F -4.45 3.50 -0.96 -0.09
F -5.31 3.66 1.11 0.02
F -5.27 1.79 0.05 0.00
C -1.53 -3.05 -10.41 0.00
C -1.55 -1.81 -9.54 -0.34
C -2.83 -0.99 -9.52 -0.09
O -3.07 -0.66 -8.14 0.08
C -2.14 -1.37 -7.44 -0.56
O -1.88 -1.25 -6.23 0.10
O -1.46 -2.15 -8.19 0.12
H -1.11 -2.60 -11.31 0.09
H -2.56 -3.34 -10.61 0.08
H -0.86 -3.85 -10.10 0.10
H -0.80 -1.12 -9.94 0.15
H -3.67 -1.56 -9.92 0.13
H -2.70 -0.08 -10.11 0.14
C 4.51 8.17 4.35 -0.04
C 3.23 7.44 4.46 -0.30
C 2.09 8.25 3.88 -0.08
O 1.60 7.40 2.83 0.06
C 2.24 6.22 2.86 -0.61
O 1.84 5.26 2.27 0.13
O 3.31 6.22 3.64 0.11
H 4.64 8.49 3.32 0.10
H 5.34 7.48 4.49 0.09
H 4.63 9.01 5.03 0.10
H 3.02 7.27 5.52 0.15
H 2.25 9.17 3.33 0.14
H 1.24 8.24 4.56 0.14
C 0.68 5.92 -9.40 -0.01
C 1.80 5.81 -8.36 -0.33
C 1.95 7.02 -7.40 -0.02
O 1.68 6.38 -6.10 0.08
C 1.38 5.11 -6.28 -0.58
O 1.25 4.32 -5.33 0.09
O 1.38 4.79 -7.55 0.08
H 0.58 5.00 -9.99 0.08
H 0.95 6.61 -10.20 0.08
H -0.31 6.06 -8.95 0.10
H 2.82 5.55 -8.64 0.16
H 1.20 7.81 -7.49 0.14
H 2.99 7.30 -7.58 0.13
C 1.26 -3.02 9.13 0.00
C -0.05 -3.17 8.29 -0.31
C -1.46 -2.92 8.91 -0.07
O -1.97 -1.96 8.03 0.10
C -1.10 -1.45 7.25 -0.51
O -1.35 -0.56 6.37 0.06
O 0.04 -2.21 7.31 0.07
H 2.09 -3.46 8.57 0.08
H 1.16 -3.45 10.13 0.08
H 1.55 -2.01 9.40 0.08
H -0.22 -4.18 7.90 0.15
H -1.43 -2.50 9.91 0.13
H -2.04 -3.84 8.96 0.13
C 7.71 -5.18 3.03 -0.03
C 6.94 -3.91 3.46 -0.33
C 7.70 -2.68 2.99 -0.07
O 6.61 -1.97 2.34 0.05
C 5.48 -2.73 2.18 -0.42
O 4.31 -2.31 1.79 0.04
O 5.70 -3.92 2.77 0.08
H 7.67 -5.24 1.95 0.09
H 7.23 -6.10 3.35 0.09
H 8.78 -5.10 3.25 0.09
H 6.84 -3.96 4.54 0.15
H 8.51 -3.07 2.37 0.13
H 8.06 -2.17 3.87 0.14
C -7.47 -6.93 2.89 -0.01
C -5.95 -7.18 2.79 -0.26
C -5.51 -8.16 1.68 -0.08
O -4.64 -7.42 0.85 0.09
C -4.57 -6.16 1.28 -0.62
O -3.87 -5.24 0.85 0.10
O -5.18 -6.03 2.38 0.12
H -7.86 -6.11 2.28 0.09
H -7.71 -6.75 3.94 0.08
H -7.91 -7.89 2.60 0.08
H -5.68 -7.53 3.79 0.15
H -6.44 -8.46 1.21 0.12
H -5.02 -9.03 2.12 0.14
```

Computed properties:
HOMO (spin up / spin down): -11.957 / -11.957 eV
2S+1: 5
Energy: -122295.3204 eV
M: 813.341 g/mol
Expectation value of S²: 6.0113
HOMO-LUMO gap (spin up / spin down): 5.86 / 1.70 eV
Total charge: +1
LUMO energy (spin up / spin down): -6.09 / -10.25 eV


Entry 8:
DFT (ωB97M-V with the def2-TZVPD basis set) results for an isolated molecule of C4H8OSi.

```
14
Properties=species:S:1:pos:R:3:lowdin_charge:R:1
O 4.81 -0.47 -0.13 0.16
C 3.74 -0.02 -0.06 -0.23
C 2.57 0.51 0.14 -0.14
C 1.25 -0.27 0.32 -0.29
C 0.07 0.33 -0.50 -0.41
Si -1.64 -0.37 -0.02 0.65
H 2.78 1.58 0.42 0.14
H 1.54 -1.37 0.14 0.13
H 0.96 -0.14 1.47 0.13
H 0.10 1.46 -0.71 0.10
H 0.29 -0.11 -1.42 0.03
H -2.63 0.34 0.77 -0.10
H -1.31 -1.71 0.32 -0.09
H -2.22 -0.42 -1.38 -0.08
```

Computed properties:
HOMO: -8.852 eV
Energy: -14200.3290 eV
M: 100.193 g/mol
SMILES string: O=C=CCC[SiH3]
HOMO-LUMO gap: 9.57 eV
LUMO energy: 0.71 eV


Entry 9:
DFT (ωB97M-V with the def2-TZVPD basis set) results for a cluster of 2 separate species, C8H13Br2 in total.

```
23
Properties=species:S:1:pos:R:3:lowdin_charge:R:1
Br 2.97 1.22 3.11 0.06
Br 3.75 0.35 1.01 0.28
C -1.64 1.37 0.58 -0.06
C -0.74 0.36 -0.12 -0.57
C -0.98 -1.03 0.51 -0.16
C -0.01 -2.04 0.03 -0.07
C 1.25 -1.67 -0.39 -0.14
C 1.63 -0.33 -0.47 -0.29
C 0.74 0.74 0.05 -0.21
C -1.08 0.34 -1.61 -0.04
H -1.49 2.36 0.16 0.09
H -2.69 1.09 0.45 0.09
H -1.44 1.42 1.66 0.08
H -0.89 -0.94 1.61 0.13
H -2.02 -1.37 0.31 0.12
H -0.31 -3.09 0.01 0.10
H 2.01 -2.42 -0.62 0.11
H 2.55 -0.02 -0.98 0.03
H 0.96 1.68 -0.48 0.13
H 0.94 0.91 1.13 0.06
H -0.46 -0.36 -2.19 0.08
H -2.14 0.08 -1.76 0.09
H -0.90 1.35 -2.02 0.09
```

Computed properties:
HOMO (spin up / spin down): -6.876 / -9.532 eV
2S+1: 2
Energy: -148589.7322 eV
M: 269.000 g/mol
Expectation value of S²: 0.7949
HOMO-LUMO gap (spin up / spin down): 4.77 / 7.53 eV
LUMO energy (spin up / spin down): -2.11 / -2.00 eV


Entry 10:
DFT (ωB97M-V with the def2-TZVPD basis set) results for the ion C4H12N2O2 with charge +2.

```
20
Properties=species:S:1:pos:R:3:lowdin_charge:R:1
N 1.26 2.57 -0.60 0.17
C 1.04 1.46 0.57 -0.05
C -0.47 1.00 0.72 -0.11
C -0.62 -0.52 0.80 -0.17
N -2.05 -0.93 0.87 0.24
C 0.04 -1.35 -0.50 -0.48
O -0.48 -2.24 -0.99 0.23
O 1.19 -0.78 -0.88 0.07
H 2.24 2.90 -0.82 0.19
H 1.03 2.55 -1.59 0.15
H 0.90 3.57 -0.38 0.20
H 1.88 0.74 0.33 0.14
H 1.18 1.94 1.55 0.13
H -0.71 1.41 1.78 0.17
H -1.02 1.48 -0.11 0.14
H -0.08 -0.97 1.58 0.16
H -2.27 -0.88 1.84 0.16
H -2.68 -0.26 0.34 0.21
H -2.17 -1.94 0.53 0.21
H 1.70 -1.44 -1.53 0.24
```

Computed properties:
HOMO: -18.793 eV
Energy: -11399.7034 eV
M: 120.152 g/mol
SMILES string: [NH3+]CC[C@@H]([NH3+])C(=O)O
HOMO-LUMO gap: 11.91 eV
Total charge: +2
LUMO energy: -6.88 eV


Entry 11:
DFT (ωB97M-V with the def2-TZVPD basis set) results for a structure of composition C11H24LiN4O9.

```
49
Properties=species:S:1:pos:R:3:lowdin_charge:R:1
Li -3.15 -1.46 -2.84 0.66
C 4.00 1.89 4.38 -0.10
C 3.79 1.02 3.08 -0.21
C 2.36 1.23 2.39 -0.17
C 1.96 0.05 1.42 -0.09
N 0.58 0.11 0.68 -0.16
C 0.36 -1.22 -0.23 -0.01
C -0.94 -2.02 0.35 -0.07
C -0.99 -1.52 1.90 -0.11
C -0.54 -0.03 1.79 -0.09
C 0.42 1.39 -0.12 -0.13
C 1.41 1.54 -1.32 -0.20
C 1.03 2.69 -2.31 -0.07
H 5.03 1.83 4.71 0.06
H 3.34 1.57 5.18 0.07
H 4.00 2.97 4.24 0.06
H 3.73 -0.03 3.36 0.09
H 4.57 1.09 2.32 0.10
H 2.39 2.25 2.03 0.10
H 1.52 1.24 3.09 0.09
H 1.92 -0.89 1.97 0.13
H 2.58 0.11 0.53 0.11
H 0.40 -0.98 -1.29 0.11
H 1.20 -1.86 0.04 0.11
H -1.74 -1.61 -0.27 0.08
H -0.91 -3.09 0.17 0.11
H -1.97 -1.51 2.38 0.11
H -0.35 -2.15 2.52 0.10
H -1.32 0.65 1.46 0.13
H -0.40 0.31 2.81 0.11
H 0.54 2.25 0.54 0.12
H -0.58 1.49 -0.55 0.11
H 1.50 0.58 -1.83 0.10
H 2.42 1.67 -0.92 0.09
H 0.83 3.64 -1.82 0.07
H 0.15 2.38 -2.88 0.07
H 1.85 2.95 -2.98 0.07
N -5.39 -2.32 -1.43 -0.65
O -4.66 -1.68 -0.69 -0.07
O -6.35 -2.95 -1.02 -0.03
O -5.02 -2.30 -2.64 -0.12
N -2.76 1.04 -2.57 -0.70
O -2.14 0.21 -1.91 -0.12
O -2.55 2.14 -2.27 0.03
O -3.47 0.63 -3.47 -0.01
N -2.13 -3.31 -4.52 -0.64
O -1.98 -4.33 -5.13 -0.02
O -1.71 -3.26 -3.30 -0.15
O -2.86 -2.43 -5.03 -0.07
```

Computed properties:
HOMO: -4.821 eV
Energy: -36380.4306 eV
M: 363.273 g/mol
HOMO-LUMO gap: 6.34 eV
Total charge: -1
LUMO energy: 1.52 eV


Entry 12:
DFT (ωB97M-V with the def2-TZVPD basis set) results for a structure of composition C4H5Cl3O.

```
13
Properties=species:S:1:pos:R:3:lowdin_charge:R:1
C -0.19 1.85 -1.47 0.08
C -0.60 0.67 -1.12 -0.13
C 0.01 -0.92 0.50 -0.04
C 2.62 -0.24 0.12 -1.60
O -0.55 -0.50 -0.79 0.04
Cl 3.69 -1.19 1.12 0.52
Cl 2.93 -0.30 -1.66 0.46
Cl 2.66 1.47 0.59 0.49
H -0.77 2.59 -1.90 0.05
H 0.94 1.84 -1.34 0.05
H -0.36 -0.60 1.45 0.07
H 1.40 -0.63 0.33 -0.04
H -0.13 -1.97 0.41 0.06
```

Computed properties:
HOMO (spin up / spin down): -7.526 / -7.517 eV
Energy: -43837.3375 eV
M: 175.442 g/mol
HOMO-LUMO gap (spin up / spin down): 6.58 / 6.55 eV
LUMO energy (spin up / spin down): -0.95 / -0.96 eV